[1]
The following is a DFT calculation (the ωB97M-V functional and the def2-TZVPD basis) of C5H8N2 in the gas phase.

Structure (XYZ):
```
15
Properties=species:S:1:pos:R:3
C -2.433 -0.341 -0.075
N -1.132 0.141 -0.491
C -0.035 -0.656 -0.634
C 1.065 0.107 -0.304
C 2.325 -0.257 0.428
C 0.514 1.387 -0.083
N -0.801 1.394 -0.134
H -3.208 0.313 -0.474
H -2.488 -0.335 1.021
H -2.575 -1.366 -0.424
H -0.168 -1.662 -1.019
H 3.254 0.174 0.050
H 2.423 -1.335 0.555
H 2.170 0.160 1.432
H 1.087 2.275 0.152
```

Computed properties:
Energy relative to the best compared isomer or geometry (same formula, charge and spin) in kJ/mol: 120.48
Structure (SMILES): Cc1cnn(C)c1
Lowest unoccupied orbital energy in Ha: 0.0357


[2]
The following is a DFT calculation (the ωB97M-V functional and the def2-TZVPD basis) of 3 unconnected molecules or ions with the total composition C15H34ClN2O5.

Structure (XYZ):
```
57
Properties=species:S:1:pos:R:3
C 0.965 0.893 2.302
C -0.098 1.912 1.885
C -1.477 1.541 2.335
O -2.219 2.152 3.051
Cl -2.094 -0.032 1.677
H 1.807 0.965 1.606
H 1.304 1.157 3.313
H 0.024 2.927 2.305
H -0.130 2.015 0.791
C -6.653 1.043 -0.324
O -7.443 -0.049 0.106
C -7.962 -0.854 -0.941
C -7.389 -2.251 -0.863
N -5.972 -2.236 -1.186
C -5.276 -3.499 -0.976
C -5.156 -4.005 0.457
O -4.383 -3.162 1.277
C -5.108 -2.182 2.000
H -6.353 1.591 0.566
H -5.753 0.716 -0.853
H -7.224 1.711 -0.978
H -7.735 -0.410 -1.915
H -9.050 -0.900 -0.829
H -7.907 -2.891 -1.585
H -7.601 -2.642 0.143
H -5.518 -1.522 -0.629
H -4.264 -3.382 -1.367
H -5.766 -4.272 -1.580
H -4.642 -4.970 0.422
H -6.139 -4.180 0.916
H -6.080 -2.574 2.318
H -5.259 -1.266 1.424
H -4.522 -1.923 2.880
C 6.729 3.704 -2.378
O 7.107 2.349 -2.494
C 8.178 1.964 -1.642
C 7.719 0.931 -0.639
N 6.792 1.517 0.315
C 6.184 0.564 1.241
C 5.252 -0.490 0.657
O 4.074 0.048 0.112
C 4.109 0.398 -1.251
H 5.936 3.879 -3.103
H 6.350 3.940 -1.378
H 7.567 4.372 -2.603
H 8.580 2.838 -1.121
H 8.972 1.541 -2.266
H 8.593 0.559 -0.095
H 7.290 0.086 -1.198
H 6.054 1.987 -0.195
H 5.611 1.135 1.974
H 6.988 0.056 1.785
H 4.937 -1.137 1.479
H 5.759 -1.128 -0.081
H 4.772 -0.263 -1.821
H 4.425 1.435 -1.410
H 3.094 0.295 -1.635
```

Computed properties:
Charge: -1
Lowest unoccupied orbital energy in Ha: 0.0967


[3]
The following is a DFT calculation (the ωB97M-V functional and the def2-TZVPD basis) of a molecular structure, C29H12BrF5N4O8PdS.

Structure (XYZ):
```
61
Properties=species:S:1:pos:R:3
Pd 0.143 0.457 0.537
Br -3.298 6.905 -0.112
C -2.495 5.355 0.551
C -3.087 4.679 1.631
C -2.496 3.553 2.107
C -1.291 3.006 1.514
O -0.824 1.953 1.979
C -0.697 3.753 0.397
C 0.584 3.419 -0.208
N 1.208 2.329 -0.004
C 2.512 2.077 -0.468
C 3.136 2.706 -1.510
C 4.470 2.388 -1.841
C 5.166 1.465 -1.116
C 4.543 0.786 -0.041
C 5.212 -0.169 0.761
C 4.543 -0.770 1.784
C 3.180 -0.460 1.979
N 2.519 0.398 1.245
C 3.198 1.063 0.265
C -1.307 4.906 -0.031
H -4.006 5.053 2.058
H -2.924 2.981 2.919
H 1.021 4.210 -0.824
H 2.610 3.447 -2.097
H 4.940 2.893 -2.673
H 6.196 1.235 -1.356
H 6.249 -0.403 0.555
H 5.023 -1.490 2.432
H 2.618 -0.961 2.758
H -0.873 5.476 -0.843
O -3.355 2.120 -0.336
C -2.619 1.143 -0.413
O -1.368 1.234 -0.741
C -3.168 -0.237 -0.185
C -4.453 -0.473 -0.616
C -5.023 -1.735 -0.488
C -4.316 -2.779 0.064
C -3.025 -2.548 0.486
C -2.400 -1.264 0.461
O -1.298 -1.053 1.077
N -2.307 -3.710 0.996
O -2.934 -4.543 1.619
O -1.131 -3.835 0.697
N -6.381 -1.968 -0.958
O -6.856 -3.078 -0.803
O -6.978 -1.032 -1.458
H -5.020 0.337 -1.053
H -4.755 -3.761 0.154
F 2.699 -6.300 -0.513
C 2.265 -5.067 -0.698
C 1.947 -4.636 -1.983
F 2.090 -5.470 -3.009
C 1.501 -3.351 -2.169
F 1.210 -2.958 -3.401
C 1.344 -2.445 -1.091
S 0.733 -0.899 -1.422
C 1.677 -2.927 0.193
F 1.565 -2.151 1.254
C 2.137 -4.211 0.386
F 2.448 -4.641 1.603
```

Computed properties:
Energy relative to the best compared isomer or geometry (same formula, charge and spin) in kJ/mol: 13.42
Lowest unoccupied orbital energy (spin up / spin down) in Ha: -0.0486 / -0.1204
2S+1: 5


[4]
The following is a DFT calculation (the ωB97M-V functional and the def2-TZVPD basis) of C4H8O2 in the gas phase at a distorted geometry.

Structure (XYZ):
```
14
Properties=species:S:1:pos:R:3
C 0.347 -0.149 1.566
C 0.051 -0.366 0.044
C -1.253 0.263 -0.313
O -1.590 -0.060 -1.636
C 1.274 0.169 -1.073
O 2.212 0.070 -0.330
H 1.255 -0.641 1.923
H -0.492 -0.574 2.154
H 0.402 0.911 1.838
H 0.082 -1.443 -0.151
H -2.040 -0.099 0.351
H -1.151 1.352 -0.154
H -0.746 -0.016 -2.106
H 1.649 0.583 -2.113
```

Computed properties:
Energy relative to the best compared isomer or geometry (same formula, charge and spin) in kJ/mol: 310.30
Structure (SMILES): C[C@H](C=O)CO
Lowest unoccupied orbital energy in Ha: 0.0314


[5]
The following is a DFT calculation (the ωB97M-V functional and the def2-TZVPD basis) of a molecular structure, C2H3BrOS at a distorted geometry.

Structure (XYZ):
```
8
Properties=species:S:1:pos:R:3
C -0.742 0.902 -0.152
C 0.370 -0.661 0.555
O 0.557 -1.344 -0.584
S -0.579 1.131 -1.729
Br -1.252 2.117 1.246
H -0.010 -1.353 1.293
H 1.310 0.068 0.726
H 0.346 -0.861 -1.355
```

Computed properties:
Energy relative to the best compared isomer or geometry (same formula, charge and spin) in kJ/mol: 250.41
Lowest unoccupied orbital energy in Ha: -0.0275


[6]
The following is a DFT calculation (the ωB97M-V functional and the def2-TZVPD basis) of a molecular structure, C39H46F3IrN6OSTe at a distorted geometry.

Structure (XYZ):
```
98
Properties=species:S:1:pos:R:3
Ir 0.010 -0.297 0.638
C -1.982 2.522 4.897
C -3.077 2.094 3.933
N -2.845 2.565 2.563
C -3.327 3.914 2.219
C -2.221 4.957 2.193
C -2.175 1.851 1.663
S -1.584 0.295 2.162
N -2.109 2.385 0.430
C -1.197 2.169 -0.499
O -0.161 1.437 -0.431
C -1.402 2.871 -1.794
C -2.208 4.005 -1.875
C -2.382 4.643 -3.091
C -1.765 4.146 -4.232
C -0.970 3.010 -4.158
C -0.785 2.377 -2.941
H -2.176 2.105 5.885
H -1.941 3.607 4.993
H -1.008 2.165 4.561
H -4.041 2.496 4.242
H -3.181 1.011 3.921
H -4.078 4.170 2.965
H -3.820 3.858 1.250
H -1.726 5.037 3.161
H -2.642 5.932 1.947
H -1.471 4.710 1.442
H -2.681 4.382 -0.979
H -2.997 5.531 -3.151
H -1.905 4.647 -5.182
H -0.492 2.617 -5.046
H -0.173 1.487 -2.881
C 1.599 0.763 3.866
C 1.954 1.296 2.468
C 3.461 1.570 2.387
C 1.198 2.602 2.195
N 1.669 0.241 1.520
H 1.852 1.508 4.624
H 2.161 -0.147 4.083
H 0.534 0.540 3.936
H 3.762 2.312 3.130
H 3.722 1.947 1.397
H 4.020 0.651 2.565
H 1.527 3.376 2.891
H 0.126 2.467 2.324
H 1.388 2.953 1.179
Te 2.146 -0.205 -1.322
C 1.824 -0.306 -3.413
C 2.433 0.652 -4.215
C 2.205 0.655 -5.585
C 1.367 -0.292 -6.154
C 0.752 -1.246 -5.353
C 0.976 -1.250 -3.985
C 3.510 -1.806 -1.108
C 3.138 -3.141 -1.242
C 4.080 -4.145 -1.073
C 5.393 -3.823 -0.758
C 5.765 -2.495 -0.618
C 4.827 -1.486 -0.793
H 3.087 1.396 -3.775
H 2.687 1.399 -6.207
H 1.193 -0.289 -7.222
H 0.096 -1.984 -5.796
H 0.485 -1.987 -3.364
H 2.123 -3.409 -1.495
H 3.787 -5.181 -1.191
H 6.126 -4.608 -0.626
H 6.788 -2.240 -0.375
H 5.123 -0.450 -0.686
F 1.361 -6.866 2.077
C 0.791 -6.102 3.022
F -0.355 -6.684 3.386
F 1.609 -6.096 4.082
C 0.572 -4.700 2.506
C 1.667 -3.943 2.122
C 1.457 -2.668 1.641
N 0.224 -2.148 1.523
C -0.831 -2.881 1.896
C -0.697 -4.162 2.398
H 2.675 -4.328 2.192
H 2.268 -2.022 1.336
H -1.803 -2.422 1.774
H -1.573 -4.721 2.690
C -4.957 -0.493 -1.990
C -3.626 -1.060 -1.638
C -2.984 -2.214 -2.031
C -1.737 -2.202 -1.387
N -1.618 -1.100 -0.646
N -2.785 -0.435 -0.799
C -0.668 -3.235 -1.452
H -5.451 -1.130 -2.718
H -4.853 0.504 -2.422
H -5.598 -0.418 -1.111
H -3.363 -2.969 -2.699
H -2.910 0.465 -0.356
H -0.617 -3.673 -2.448
H -0.862 -4.048 -0.749
H 0.292 -2.787 -1.207
```

Computed properties:
Energy relative to the best compared isomer or geometry (same formula, charge and spin) in kJ/mol: 0.00
Charge: +1
Lowest unoccupied orbital energy (spin up / spin down) in Ha: -0.0968 / -0.0963
2S+1: 2


[7]
The following is a DFT calculation (the ωB97M-V functional and the def2-TZVPD basis) of a molecular structure, C11H18Cl3GaN4Si.

Structure (XYZ):
```
38
Properties=species:S:1:pos:R:3
Ga 0.509 1.070 0.283
C 0.484 -1.171 2.126
C -0.281 -0.097 2.870
N -0.944 0.800 1.891
C -2.220 0.293 1.340
C -2.067 -0.211 -0.078
C -3.086 -0.852 -0.751
C -2.858 -1.279 -2.052
C -1.619 -1.071 -2.643
C -0.641 -0.424 -1.918
C 0.737 -0.147 -2.476
N 1.657 0.394 -1.451
C 2.649 -0.572 -0.919
C 1.999 -1.417 0.157
N 1.450 -0.513 1.205
N -0.880 -0.003 -0.667
H -0.183 -1.783 1.517
H 1.000 -1.837 2.818
H 0.405 0.514 3.460
H -1.001 -0.536 3.562
H -1.115 1.696 2.337
H -2.956 1.097 1.350
H -2.619 -0.505 1.969
H -4.039 -1.016 -0.267
H -3.642 -1.781 -2.603
H -1.415 -1.408 -3.651
H 0.649 0.577 -3.288
H 1.144 -1.061 -2.913
H 2.158 1.183 -1.849
H 3.473 0.007 -0.496
H 3.064 -1.197 -1.711
H 2.713 -2.119 0.586
H 1.165 -1.998 -0.242
H 2.232 -0.169 1.762
Cl 0.308 4.304 1.938
Si 0.944 3.403 0.234
Cl 2.930 3.717 -0.062
Cl -0.099 4.111 -1.367
```

Computed properties:
Energy relative to the best compared isomer or geometry (same formula, charge and spin) in kJ/mol: 0.00
Charge: +2
Lowest unoccupied orbital energy in Ha: -0.2389


[8]
The following is a DFT calculation (the ωB97M-V functional and the def2-TZVPD basis) of 3 unconnected molecules or ions with the total composition C26H56BrN8O8P3S2 at a distorted geometry.

Structure (XYZ):
```
104
Properties=species:S:1:pos:R:3
C 0.950 -1.887 1.704
C 0.650 -1.960 0.516
C 0.086 -1.985 -0.966
C 0.148 -0.481 -1.579
C -1.347 -0.144 -2.006
C -1.706 1.405 -2.063
C -3.308 1.548 -1.929
C -4.103 0.951 -3.180
C -3.636 3.129 -1.818
O 0.382 0.303 -0.355
S 1.470 1.521 -0.609
O 2.570 1.358 0.338
O 1.010 2.910 -0.614
O 1.720 1.186 -2.212
C 1.337 -0.173 -2.631
C 2.525 -1.225 -2.734
C 3.939 -0.611 -3.113
S 4.781 0.301 -1.740
C 4.903 2.027 -2.285
N 6.004 2.620 -2.902
N 5.742 3.917 -3.128
C 4.459 4.220 -2.682
O 3.952 3.038 -2.186
P 0.742 0.196 -4.446
O 1.889 -0.388 -5.552
Br 0.866 2.470 -4.687
H 1.073 -1.426 2.724
H -0.981 -2.364 -0.860
H 0.632 -2.750 -1.591
H -2.127 -0.627 -1.326
H -1.574 -0.563 -3.046
H -1.291 2.011 -1.197
H -1.436 1.890 -3.046
H -3.677 1.114 -0.938
H -4.870 0.212 -2.763
H -3.416 0.388 -3.879
H -4.656 1.792 -3.702
H -2.727 3.662 -1.393
H -4.577 3.324 -1.170
H -3.858 3.594 -2.829
H 2.259 -1.966 -3.560
H 2.649 -1.863 -1.795
H 4.615 -1.498 -3.364
H 3.945 0.059 -4.019
H 3.988 5.236 -2.734
H 2.570 0.321 -5.644
O -6.910 3.509 0.138
P -6.983 3.497 1.671
N -7.093 1.792 1.742
C -8.244 0.922 1.759
C -5.883 1.055 1.406
N -8.503 4.311 1.707
C -9.777 3.739 2.084
C -8.737 5.281 0.630
N -7.016 3.491 3.426
C -7.172 2.382 4.345
C -7.184 4.780 4.096
H -8.084 0.111 2.483
H -8.442 0.472 0.780
H -9.161 1.393 2.100
H -5.121 1.201 2.184
H -5.459 1.393 0.452
H -6.050 -0.020 1.319
H -10.183 3.087 1.305
H -10.516 4.526 2.269
H -9.713 3.196 3.031
H -9.059 4.790 -0.290
H -7.834 5.856 0.425
H -9.506 6.006 0.919
H -8.210 2.042 4.395
H -6.876 2.663 5.361
H -6.527 1.539 4.098
H -8.231 4.957 4.358
H -6.844 5.599 3.460
H -6.588 4.837 5.013
O 7.015 -6.167 -0.298
P 6.476 -4.947 0.456
N 7.548 -3.847 -0.289
C 8.850 -3.377 0.121
C 7.309 -3.568 -1.698
N 6.983 -5.537 1.995
C 8.033 -4.985 2.824
C 6.994 -6.997 2.151
N 5.747 -3.590 1.295
C 6.126 -2.191 1.293
C 4.797 -3.895 2.364
H 8.930 -2.298 -0.069
H 9.663 -3.879 -0.415
H 9.048 -3.466 1.185
H 6.379 -2.995 -1.819
H 7.212 -4.493 -2.279
H 8.108 -2.983 -2.157
H 9.030 -5.225 2.441
H 7.971 -5.381 3.843
H 7.928 -3.904 2.944
H 7.894 -7.441 1.721
H 6.120 -7.442 1.676
H 6.946 -7.276 3.210
H 7.008 -2.009 1.913
H 5.322 -1.559 1.685
H 6.304 -1.808 0.288
H 5.283 -3.877 3.344
H 4.349 -4.880 2.220
H 3.967 -3.181 2.380
```

Computed properties:
Structure (SMILES): C#CC[C@@]1(CCC(C)C)OS(=O)(=O)O[C@]1(CCSc1nnco1)P(O)Br.CN(C)P(=O)(N(C)C)N(C)C.CN(C)P(=O)(N(C)C)N(C)C
Lowest unoccupied orbital energy in Ha: -0.0335


[9]
The following is a DFT calculation (the ωB97M-V functional and the def2-TZVPD basis) of 2 unconnected molecules or ions with the total composition C9H14 at a distorted geometry.

Structure (XYZ):
```
23
Properties=species:S:1:pos:R:3
C -2.285 -2.342 -2.291
C -2.403 -1.417 -1.069
H -1.593 -3.156 -2.078
H -3.237 -2.800 -2.457
H -1.974 -1.756 -3.145
H -2.528 -1.921 -0.115
H -3.234 -0.717 -1.172
H -1.537 -0.775 -1.026
C 1.392 -0.988 1.914
C 1.724 1.787 -0.688
C 2.080 0.665 0.027
C 0.900 2.771 -0.122
C 1.443 0.368 1.228
C 0.380 2.550 1.136
C 0.618 1.346 1.792
H 2.165 2.069 -1.637
H 2.883 0.032 -0.329
H 0.703 3.668 -0.692
H -0.064 3.365 1.698
H 1.558 -0.831 2.975
H 2.305 -1.504 1.584
H 0.176 1.189 2.768
H 0.525 -1.602 1.698
```

Computed properties:
Energy relative to the best compared isomer or geometry (same formula, charge and spin) in kJ/mol: 51.08
Structure (SMILES): Cc1ccccc1.CC
Lowest unoccupied orbital energy in Ha: 0.0366


[10]
The following is a DFT calculation (the ωB97M-V functional and the def2-TZVPD basis) of a molecular structure, C3H5N3 at a distorted geometry.

Structure (XYZ):
```
11
Properties=species:S:1:pos:R:3
C 0.560 -0.001 0.094
C -1.286 -0.773 -0.066
C -1.465 0.535 -0.164
H 2.529 -0.704 -0.529
H 2.280 0.336 0.938
H -2.262 -1.285 0.251
H -2.468 1.076 -0.320
H 0.106 1.917 0.204
N 2.015 0.114 -0.223
N 0.072 -1.154 0.126
N -0.235 1.053 0.136
```

Computed properties:
Energy relative to the best compared isomer or geometry (same formula, charge and spin) in kJ/mol: 240.93
Lowest unoccupied orbital energy in Ha: 0.0299


[11]
The following is a DFT calculation (the ωB97M-V functional and the def2-TZVPD basis) of 2 unconnected molecules or ions with the total composition C8H13N2O at a distorted geometry.

Structure (XYZ):
```
24
Properties=species:S:1:pos:R:3
C -0.871 -2.267 2.128
C -1.971 -3.034 0.425
C -1.112 -1.219 1.207
C -0.960 1.362 1.962
C -2.094 1.142 0.917
C -0.951 0.186 1.156
C 1.885 -0.167 -2.205
C 1.101 -0.404 -0.915
N -1.881 -1.794 0.180
N 0.207 0.697 -0.565
O -1.348 -3.378 1.604
H -0.337 -2.483 3.057
H -2.524 -3.747 -0.066
H -0.267 2.175 1.792
H -1.316 1.189 3.056
H -2.954 0.690 1.292
H -2.223 1.584 -0.045
H 2.884 -0.290 -2.044
H 1.672 -0.780 -3.060
H 1.950 0.883 -2.371
H 1.704 -0.703 -0.083
H 0.519 -1.298 -1.041
H -0.562 0.606 -1.182
H 0.527 1.631 -0.439
```

Computed properties:
Energy relative to the best compared isomer or geometry (same formula, charge and spin) in kJ/mol: 378.86
Charge: +1
Lowest unoccupied orbital energy (spin up / spin down) in Ha: -0.1713 / -0.1713


[12]
The following is a DFT calculation (the ωB97M-V functional and the def2-TZVPD basis) of 2 unconnected molecules or ions with the total composition C6H15N2.

Structure (XYZ):
```
23
Properties=species:S:1:pos:R:3
C 2.031 -3.620 -0.011
C 1.397 -2.411 0.568
C 0.232 -1.884 0.210
N -0.271 -0.644 0.799
H 1.582 -3.888 -0.966
H 3.107 -3.495 -0.098
H 1.863 -4.475 0.650
H 1.904 -1.888 1.377
H -0.380 -2.281 -0.587
H 0.353 -0.344 1.548
H -0.343 0.262 0.029
H -1.180 -0.847 1.215
C -1.940 2.704 0.791
C -0.595 2.673 0.067
C -0.206 1.530 -1.950
N -0.409 1.446 -0.705
H -2.111 3.733 1.102
H -2.776 2.418 0.156
H -1.975 2.055 1.665
H 0.209 2.764 0.800
H -0.513 3.552 -0.576
H -0.182 2.490 -2.461
H -0.021 0.620 -2.510
```

Computed properties:
Energy relative to the best compared isomer or geometry (same formula, charge and spin) in kJ/mol: 168.50
Charge: +1
Lowest unoccupied orbital energy in Ha: -0.1089